[1]
This record from the Open Molecules 2025 dataset describes 2 unconnected molecules or ions with the total composition C2H6O2S3 in a non-equilibrium geometry. The level of theory is ωB97M-V/def2-TZVPD.

Positions of all 13 atoms, in Å:
S: 0.614 1.931 -0.901
S: -1.944 0.179 -1.206
S: 0.944 -2.104 1.091
O: 0.725 -0.525 -1.291
O: 0.270 0.208 2.168
C: -0.215 0.260 -0.656
C: -0.162 -0.672 1.329
H: 0.240 -1.285 -1.590
H: -1.223 -0.825 1.429
H: 1.640 -1.308 0.266
H: -1.864 0.963 -2.297
H: -0.184 2.657 -0.210
H: 1.161 0.521 1.870

Values from the calculation:
Net charge = 0
Gap between HOMO and LUMO = 0.3247 Eh
LUMO level = 0.400 eV
2S+1 = 1
Calculated total energy = -38769.0974 eV
Relative energy (zero: lowest compared OMol25 entry of this formula, charge and spin) = 175.7 kJ/mol
HOMO energy = -8.4 eV

Mulliken atomic charge list, values in e, 6 entries:
1 S -0.2055
2 S -0.1719
3 S -0.1923
4 O -0.4899
5 O -0.4131
6 C 0.0388

[2]
This record from the Open Molecules 2025 dataset describes a single H3OPS molecule in a non-equilibrium geometry. The level of theory is ωB97M-V/def2-TZVPD.

Positions of all 6 atoms, in Å:
S: -2.124 0.182 -0.040
P: -0.308 -0.365 -0.070
O: 0.728 1.026 -0.114
H: 0.347 -1.066 0.959
H: 1.465 1.193 0.575
H: -0.107 -0.971 -1.311

Values from the calculation:
Net charge = 0
Gap between HOMO and LUMO = 0.3542 Eh
SMILES = O[PH2]=S
LUMO level = 0.409 eV
2S+1 = 1
Calculated total energy = -22220.1329 eV
Relative energy (zero: lowest compared OMol25 entry of this formula, charge and spin) = 19.7 kJ/mol
HOMO energy = -9.2 eV

The molecule's Mulliken atomic charges, reported in e, are given here:
1 S -0.3373
2 P 0.3975
3 O -0.5536
4 H 0.0760
5 H 0.3349
6 H 0.0825

[3]
This record from the Open Molecules 2025 dataset describes a molecular structure, C9H28ClO9S2Ti in a non-equilibrium geometry. The level of theory is ωB97M-V/def2-TZVPD.

Positions of all 50 atoms, in Å:
Ti: 1.177 0.613 0.380
Cl: 2.906 -1.468 -0.196
S: 0.110 2.100 -2.424
S: -1.116 -2.301 1.597
O: -0.730 3.288 -2.309
O: -2.342 -2.469 2.382
O: -1.084 -3.548 0.425
O: 3.516 1.751 1.086
O: -0.738 -1.063 0.887
O: -0.822 0.805 -2.000
O: 0.192 2.641 1.053
O: 1.424 1.922 -1.688
O: 1.164 0.150 3.313
C: 3.805 2.820 0.292
C: -3.060 0.161 -1.615
C: -0.407 -4.947 -1.235
C: -0.465 -3.459 -0.756
C: 0.360 1.746 -4.310
C: -2.108 0.663 -2.639
C: 0.350 -2.873 2.536
C: 0.053 0.694 4.071
C: -1.187 2.691 1.089
H: 0.438 -5.152 -1.891
H: -1.572 2.404 2.067
H: 3.904 2.541 -0.758
H: -1.301 -5.102 -1.839
H: -2.634 -0.643 -1.015
H: -3.963 -0.231 -2.082
H: -0.406 1.654 3.836
H: 1.692 -0.546 3.712
H: -1.643 2.025 0.357
H: 0.438 -2.229 3.411
H: 0.361 2.686 -4.863
H: -0.284 0.924 -4.623
H: 1.226 -2.718 1.907
H: -1.067 -2.785 -1.366
H: 1.352 1.368 -4.558
H: -1.719 3.629 0.930
H: 0.533 -3.054 -0.588
H: -3.395 1.014 -1.024
H: 0.265 0.806 5.134
H: 0.595 3.492 1.238
H: -0.230 -5.648 -0.419
H: 4.292 1.186 1.100
H: -2.561 1.579 -3.018
H: -0.739 -0.052 4.135
H: 0.120 -3.861 2.935
H: -2.046 -0.034 -3.475
H: 2.846 3.296 0.084
H: 4.499 3.532 0.738

Values from the calculation:
Net charge = 0
Gap between HOMO and LUMO (alpha / beta) = 0.1511 / 0.3048 Eh
LUMO level (alpha / beta) = 0.286 / 0.258 eV
2S+1 = 4
Calculated total energy = -85517.1152 eV
Relative energy (zero: lowest compared OMol25 entry of this formula, charge and spin) = 153.1 kJ/mol
HOMO energy (alpha / beta) = -3.8 / -8.0 eV

Mulliken atomic charge list, values in e, 6 entries:
1 Ti 0.6191
2 Cl -0.7373
3 S 1.0770
4 S 0.9112
5 O -0.6471
6 O -0.6284

[4]
This record from the Open Molecules 2025 dataset describes a single C5H8N2O3S2 molecule in a non-equilibrium geometry. The level of theory is ωB97M-V/def2-TZVPD.

Positions of all 20 atoms, in Å:
S: -1.066 -1.084 1.713
S: 1.239 1.050 -2.011
O: 3.335 -0.944 -2.326
O: 0.100 0.358 -2.508
O: 1.818 -1.193 -0.552
N: 1.109 -0.248 0.182
N: -0.426 1.246 0.455
C: 0.363 2.062 -0.394
C: -0.456 -2.758 1.282
C: 2.485 -0.577 -1.611
C: -0.093 -0.035 0.741
C: -1.863 1.404 0.444
H: 0.623 -2.429 1.106
H: -1.944 2.392 0.315
H: 1.181 2.486 0.090
H: -2.347 0.816 -0.226
H: -0.522 -3.290 2.220
H: -0.333 2.721 -0.862
H: -2.291 1.128 1.501
H: -0.912 -3.107 0.441

Values from the calculation:
Net charge = 0
Gap between HOMO and LUMO (alpha / beta) = 0.2244 / 0.2222 Eh
LUMO level (alpha / beta) = 0.450 / -2.222 eV
2S+1 = 3
Calculated total energy = -36097.8938 eV
HOMO energy (alpha / beta) = -5.7 / -8.3 eV

Mulliken atomic charge list, values in e, 6 entries:
1 S -0.1646
2 S 0.3449
3 O -0.3962
4 O -0.4953
5 O -0.1259
6 N -0.4935

[5]
This record from the Open Molecules 2025 dataset describes a gas-phase ion, C3H7O2 (charge -1) in a non-equilibrium geometry. The level of theory is ωB97M-V/def2-TZVPD.

Positions of all 12 atoms, in Å:
O: 1.184 -1.515 1.235
O: -0.517 2.461 -0.520
C: -0.433 0.185 0.422
C: -0.759 1.188 -0.786
C: 0.447 -0.999 0.081
H: -0.160 0.745 -1.640
H: -1.274 -0.069 1.067
H: -1.823 0.933 -1.077
H: 2.113 -1.265 1.115
H: 0.190 0.831 1.068
H: -0.130 -1.845 -0.294
H: 1.159 -0.650 -0.670

Values from the calculation:
Net charge = -1
Gap between HOMO and LUMO = 0.2236 Eh
SMILES = [O-]CCCO
LUMO level = 3.861 eV
2S+1 = 1
Calculated total energy = -7318.3858 eV
Relative energy (zero: lowest compared OMol25 entry of this formula, charge and spin) = 247.6 kJ/mol
HOMO energy = -2.2 eV

Mulliken atomic charge list, values in e, 6 entries:
1 O -0.5238
2 O -0.8667
3 C -0.3588
4 C -0.2902
5 C -0.5070
6 H 0.1084

[6]
This record from the Open Molecules 2025 dataset describes a single C4H9NO2 molecule in a non-equilibrium geometry. The level of theory is ωB97M-V/def2-TZVPD.

Positions of all 16 atoms, in Å:
O: -1.594 2.499 0.624
O: 2.090 0.834 -0.078
N: -0.710 0.591 0.184
C: -0.746 1.542 1.018
C: -0.678 -1.730 -0.369
C: 1.375 -0.270 -0.590
C: 0.115 -0.570 0.227
H: -1.580 -1.920 0.221
H: -0.998 -1.488 -1.390
H: -0.072 -2.640 -0.394
H: 2.046 -1.132 -0.539
H: 1.095 -0.112 -1.644
H: -0.224 1.687 1.970
H: 0.414 -0.795 1.259
H: 1.582 1.628 -0.291
H: -1.815 1.951 -0.191

Values from the calculation:
Net charge = 0
Gap between HOMO and LUMO = 0.3982 Eh
SMILES = C[C@@H](CO)/N=C/O
LUMO level = 0.999 eV
2S+1 = 1
Calculated total energy = -9878.2125 eV
Relative energy (zero: lowest compared OMol25 entry of this formula, charge and spin) = 178.3 kJ/mol
HOMO energy = -9.8 eV

Mulliken atomic charge list, values in e, 6 entries:
1 O -0.5345
2 O -0.5137
3 N -0.6032
4 C 0.1054
5 C -1.4248
6 C -0.7620

[7]
This record from the Open Molecules 2025 dataset describes 3 unconnected molecules or ions with the total composition C18H25FN7S2 in a non-equilibrium geometry. The level of theory is ωB97M-V/def2-TZVPD.

Positions of all 53 atoms, in Å:
S: 0.405 0.206 -1.661
S: -1.461 2.383 -0.645
F: 3.006 -2.793 1.939
N: -2.111 -1.257 2.024
N: 3.754 -0.218 1.681
N: 4.529 -0.626 -0.431
N: 2.685 6.110 0.835
N: 3.093 -2.282 0.685
N: -6.704 -2.609 0.750
N: -1.567 -0.122 0.251
C: -0.951 0.841 -0.633
C: -1.391 -0.198 1.621
C: 3.739 -1.154 0.580
C: 3.421 1.059 0.941
C: 3.688 5.358 0.294
C: 1.487 5.474 0.658
C: 1.727 4.295 0.003
C: 3.126 4.220 -0.228
C: 4.188 0.826 -0.426
C: 2.436 -3.070 -0.374
C: -6.757 -1.546 -1.194
C: -7.746 -2.564 -1.205
C: -7.691 -3.200 0.008
C: -6.133 -1.597 0.026
C: 1.911 -2.231 -1.590
C: -2.755 -1.842 0.958
C: -2.425 -1.094 -0.228
C: 0.553 -1.554 -1.160
H: 3.623 2.000 1.493
H: 0.979 3.568 -0.279
H: 1.595 -3.623 0.117
H: 4.556 -1.105 -1.330
H: -0.294 -2.142 -1.595
H: 4.773 -0.123 1.821
H: -2.705 -1.224 -1.285
H: 0.570 5.914 1.014
H: 1.723 -2.968 -2.408
H: -6.529 -0.855 -1.990
H: -3.419 -2.719 0.900
H: 2.303 0.977 0.876
H: 5.093 1.480 -0.424
H: -5.335 -1.003 0.440
H: -6.440 -2.876 1.682
H: -8.266 -4.020 0.406
H: 3.137 -3.852 -0.762
H: 4.712 5.694 0.328
H: 3.660 3.426 -0.724
H: 2.809 6.997 1.292
H: -8.421 -2.802 -2.011
H: 0.432 -1.647 -0.049
H: 3.554 1.057 -1.311
H: 2.611 -1.441 -1.937
H: -0.779 0.470 2.254

Values from the calculation:
Net charge = +1
Gap between HOMO and LUMO = 0.2052 Eh
LUMO level = -4.175 eV
2S+1 = 1
Calculated total energy = -53878.5996 eV
HOMO energy = -9.8 eV

Mulliken atomic charge list, values in e, 6 entries:
1 S -0.1181
2 S -0.0566
3 F -0.1673
4 N -0.6554
5 N -0.4332
6 N -0.2182

[8]
This record from the Open Molecules 2025 dataset describes a single CH2O2 molecule in a non-equilibrium geometry. The level of theory is ωB97M-V/def2-TZVPD.

Positions of all 5 atoms, in Å:
O: -1.273 -0.361 -0.026
O: 0.919 -0.194 -0.036
C: -0.312 0.331 -0.030
H: -0.179 1.414 0.035
H: 0.845 -1.190 0.057

Values from the calculation:
Net charge = 0
Gap between HOMO and LUMO = 0.4387 Eh
SMILES = O=CO
LUMO level = 0.853 eV
2S+1 = 1
Calculated total energy = -5164.3431 eV
Relative energy (zero: lowest compared OMol25 entry of this formula, charge and spin) = 6.9 kJ/mol
HOMO energy = -11.1 eV

The molecule's Mulliken atomic charges, reported in e, are given here:
1 O -0.4844
2 O -0.4338
3 C 0.2793
4 H 0.3054
5 H 0.3335